One molecule with the formula C4H5PS in a non-equilibrium geometry, computed with ωB97M-V/def2-TZVPD.

As for the orbital gap: 6.891 eV. The relative energy (zero: lowest compared OMol25 entry of this formula, charge and spin) is 151.43 kJ/mol.

Each line ends with the natural charge from an NBO analysis.
Geometry (Å):
H  -1.08  0.93  1.44  0.24
H  -1.27  -0.76  1.04  0.23
H  -2.49  0.38  0.29  0.24
C  0.85  -0.19  -0.11  -0.41
C  2.20  -0.46  -0.61  -0.62
H  2.74  0.40  -0.44  0.20
P  1.71  -0.98  1.10  0.65
C  -0.35  0.35  -0.48  -0.11
C  -1.38  0.19  0.56  -0.66
S  -0.53  1.14  -1.98  0.01
H  2.44  -1.05  -1.44  0.22

C39H34Cl5MnN7O5S as an isolated structure in a non-equilibrium geometry, computed with ωB97M-V/def2-TZVPD.

The spin multiplicity is 6. As for the orbital gap (alpha / beta): 5.965 / 6.519 eV. Its expectation value of S² is 8.830. The relative energy (zero: lowest compared OMol25 entry of this formula, charge and spin) is 1961.97 kJ/mol.

Each line ends with the Mulliken spin population.
Geometry (Å):
Cl  3.95  -2.59  6.12  0.00
H  3.32  -2.25  0.59  0.27
Cl  3.88  -4.18  3.48  0.03
C  -0.80  1.13  -0.08  0.01
C  -2.36  5.22  0.99  0.00
H  -0.67  -4.75  -1.09  0.00
H  -6.59  11.28  1.85  0.00
C  2.68  -2.95  3.76  -0.01
H  3.17  -4.09  -3.20  -0.03
H  0.40  -3.89  1.06  -0.14
H  1.43  -7.02  0.98  -0.01
C  2.79  -1.65  -6.12  0.00
H  -1.85  -5.85  2.04  0.00
O  -0.08  -1.27  2.02  -0.07
O  -5.06  10.01  2.12  0.00
C  1.89  -3.91  -0.98  0.94
H  -3.03  9.17  3.35  0.00
H  0.03  -2.33  -3.45  -0.01
C  -4.17  6.83  0.52  0.00
O  4.52  0.86  -4.49  0.00
H  2.27  -6.89  -1.22  0.00
H  -4.48  6.16  -0.28  0.00
H  1.47  -2.66  -7.48  0.00
H  0.61  -6.59  -1.68  0.01
H  -0.27  -3.09  -5.81  0.00
H  -1.42  -7.54  1.70  0.00
H  -1.80  7.09  2.93  0.00
C  -3.33  8.51  2.55  0.00
H  1.64  4.30  2.27  0.00
H  -1.97  -4.72  0.09  0.00
H  -0.50  5.60  1.93  0.00
C  2.96  -5.06  -2.76  0.10
C  -6.23  10.36  1.40  0.00
C  0.94  -6.26  0.37  0.03
H  3.86  -5.45  -2.27  0.01
H  1.61  -5.53  1.26  -0.02
H  -0.28  -6.47  2.55  0.00
C  0.42  2.91  1.14  0.00
H  3.57  2.74  2.37  0.00
C  -3.05  6.48  1.27  0.00
C  -1.88  3.25  0.32  0.00
C  1.62  -2.32  -6.46  0.00
H  -1.77  -1.67  -1.46  -0.01
H  -1.86  -6.08  -1.05  0.00
C  1.44  -6.19  -1.10  0.03
C  -1.04  -6.52  1.76  0.00
C  -4.45  8.84  1.79  0.00
C  -2.65  7.34  2.30  0.00
H  3.57  -1.47  -6.85  0.00
C  1.94  -1.46  -3.87  0.02
C  2.56  1.21  1.26  0.01
C  1.91  -1.12  5.08  0.00
H  -6.01  10.53  0.35  0.00
N  3.55  -0.37  -2.50  0.00
O  5.38  -1.38  -3.93  0.00
C  -1.93  1.93  -0.24  0.00
C  2.78  -2.21  4.92  0.00
N  -2.87  4.21  0.33  0.00
H  -3.92  2.02  -1.01  0.00
C  0.97  -0.82  4.13  -0.01
N  -0.44  -6.07  0.53  -0.02
Cl  1.83  -3.29  0.88  0.35
Cl  2.05  -0.16  6.51  0.00
C  1.73  -2.61  2.80  0.00
C  0.40  1.63  0.58  -0.01
C  -3.05  1.40  -0.90  0.00
C  0.78  -2.14  -4.20  0.00
S  4.28  -0.45  -3.96  0.00
O  1.61  -1.11  -1.54  -0.02
H  2.64  -5.75  -3.54  0.00
C  -4.86  8.00  0.76  0.00
C  -0.77  3.69  0.99  0.00
H  3.39  0.51  1.27  0.00
N  1.47  0.81  0.64  0.01
C  1.59  3.32  1.81  0.00
H  -5.72  8.24  0.15  0.00
N  1.87  -4.91  -1.78  0.00
H  -3.83  -0.34  -1.88  0.00
C  -1.83  -0.64  -1.14  -0.03
C  2.92  -1.23  -4.81  0.00
N  -1.09  4.96  1.42  0.00
N  -0.78  -0.15  -0.52  -0.01
C  0.78  -1.58  2.95  0.04
C  0.63  -2.56  -5.51  0.00
H  -7.00  9.59  1.50  0.00
C  2.66  2.47  1.87  0.01
Cl  -0.07  0.55  4.32  0.00
C  -1.27  -5.38  -0.43  0.00
H  3.04  -4.04  1.30  0.40
C  -2.99  0.11  -1.36  0.01
C  2.37  -0.94  -2.52  -0.05
Mn  0.86  -1.28  0.25  3.17

C31H21HfN5S4Se as an isolated structure in a non-equilibrium geometry, computed with ωB97M-V/def2-TZVPD.

As for the charge: +2. As for the orbital gap: 6.510 eV. The relative energy (zero: lowest compared OMol25 entry of this formula, charge and spin) is 0.00 kJ/mol.

Each line ends with the natural charge from an NBO analysis.
Geometry (Å):
C  -1.73  0.20  3.83  -0.23
N  3.05  5.09  -3.31  -0.64
C  0.46  -0.79  3.19  -0.57
H  2.24  4.42  1.59  0.26
C  3.19  -4.26  2.75  -0.19
H  -1.57  -0.19  4.82  0.25
C  2.03  3.85  0.70  -0.23
C  2.47  3.94  -2.99  0.17
H  3.42  -4.85  3.61  0.24
H  0.78  -0.54  4.21  0.26
C  1.65  1.78  -3.91  -0.06
N  -0.93  0.47  1.60  -0.59
C  -3.07  1.34  2.21  -0.22
S  1.89  -0.50  2.07  0.32
N  1.16  1.82  -0.25  -0.59
N  0.62  0.24  -2.38  -0.58
S  2.30  -1.72  -0.93  -0.16
C  -3.21  -0.96  -0.45  -0.14
N  2.70  3.54  -5.26  -0.61
H  -3.14  2.14  -0.24  0.26
H  -6.53  -1.48  -0.08  0.24
C  2.73  -2.96  2.91  -0.24
H  2.64  -2.54  3.90  0.23
H  -3.67  1.01  4.25  0.25
H  -3.96  1.88  1.93  0.25
C  2.57  -2.70  0.51  -0.20
C  -3.62  -2.83  0.98  -0.20
S  -0.99  -2.41  0.46  -0.20
C  2.27  3.06  -4.10  0.08
C  2.35  4.34  -0.55  -0.06
C  -2.20  1.62  -0.12  -0.54
H  0.22  -1.86  3.16  0.29
C  3.34  -4.78  1.47  -0.16
C  -4.98  -2.63  0.85  -0.16
C  -2.90  0.87  3.51  -0.09
C  -2.70  -2.01  0.32  -0.19
C  1.45  2.59  0.80  0.10
H  3.15  -4.40  -0.63  0.24
H  0.68  -1.07  -5.46  0.26
C  3.03  -4.01  0.36  -0.19
C  0.84  -0.34  -4.68  -0.22
H  -4.94  -0.02  -1.28  0.23
H  1.75  1.14  -5.96  0.27
S  -2.15  0.20  -1.31  0.33
C  1.24  1.42  -2.61  0.17
C  0.43  -0.61  -3.38  0.11
H  -1.37  2.26  -0.42  0.25
C  2.10  3.54  -1.67  -0.10
H  3.72  -5.78  1.33  0.24
Hf  0.34  -0.39  -0.21  1.60
H  -3.25  -3.65  1.59  0.24
Se  3.37  5.13  -5.02  1.13
H  -5.66  -3.29  1.37  0.24
C  -0.77  0.01  2.85  0.26
C  2.42  -2.19  1.80  -0.11
C  1.44  0.87  -4.96  -0.06
C  1.50  2.28  -1.48  0.25
H  2.81  5.31  -0.69  0.27
H  1.19  2.20  1.78  0.22
C  -5.47  -1.62  0.05  -0.20
H  -0.06  -1.55  -3.13  0.24
C  -4.59  -0.79  -0.61  -0.23
C  -2.05  1.14  1.29  0.23

A 8-piece molecular cluster, C21H55N3O8P overall in a non-equilibrium geometry, computed with ωB97M-V/def2-TZVPD.

As for the charge: +1. As for the orbital gap: 6.349 eV.

Each line ends with the Löwdin charge.
Geometry (Å):
H  -6.67  -1.18  2.66  0.12
H  -1.26  -2.46  2.22  0.10
H  1.81  2.55  -0.92  -0.05
H  -0.09  4.28  -7.99  0.11
C  -5.63  -1.53  2.70  -0.31
H  0.61  0.52  -1.14  -0.01
H  4.20  -0.20  -3.15  0.08
C  1.32  -1.27  1.68  -0.05
H  -1.08  1.59  0.13  0.03
H  -1.42  -1.26  4.62  0.08
C  3.70  0.30  -3.99  -0.08
H  -4.56  1.61  2.87  0.10
C  -0.34  -2.90  0.41  -0.33
H  1.17  -8.52  1.83  0.08
C  1.80  -6.52  1.30  -0.33
H  -5.63  -2.61  2.51  0.11
H  0.93  7.18  -7.94  0.08
H  -0.16  -3.93  0.96  0.14
H  4.65  1.98  -7.22  0.08
C  -4.26  3.73  3.09  -0.09
H  -2.21  -1.36  8.09  0.08
C  1.88  -0.96  4.33  0.08
O  1.73  4.75  -7.17  -0.11
H  -4.58  4.55  3.75  0.08
H  5.95  3.19  -7.23  0.08
H  -3.99  -1.21  1.70  0.07
O  -4.90  -0.88  1.67  -0.10
C  1.84  -2.02  3.03  0.10
N  1.45  0.44  4.04  -0.04
H  1.96  0.88  -2.86  0.08
H  4.49  0.76  -4.59  0.06
H  1.35  4.81  -6.28  0.10
H  -5.01  -0.14  4.23  0.05
H  -5.99  2.48  3.45  0.12
C  0.69  5.04  -8.10  -0.31
C  1.15  -7.85  0.96  -0.09
H  1.97  -3.03  0.25  0.13
N  1.28  2.61  0.00  -0.31
H  1.10  4.97  -9.11  0.12
H  2.14  -3.15  3.10  0.12
H  -0.26  6.51  -6.82  0.07
H  -1.64  -3.29  6.60  0.12
O  1.11  -5.91  2.37  -0.12
H  -3.97  -1.56  4.08  0.05
H  1.46  1.06  4.90  0.18
H  -4.84  2.84  5.41  0.09
H  1.66  -8.34  0.13  0.08
N  1.05  1.08  2.91  0.07
H  2.24  1.85  -4.32  0.10
H  2.21  -1.33  5.42  0.15
O  -1.62  -2.17  4.89  -0.11
C  0.14  6.43  -7.84  -0.09
H  4.09  2.72  -3.27  0.09
H  -2.28  -3.04  -0.77  0.11
H  1.23  -1.53  -0.70  0.09
H  -0.84  -4.03  -1.52  0.09
O  3.42  2.31  -2.70  -0.09
H  -3.17  3.67  3.17  0.07
O  -1.21  -2.06  1.30  -0.14
C  1.16  -2.16  0.28  -0.10
H  1.75  -5.85  0.43  0.10
H  2.85  -6.66  1.58  0.11
H  -3.39  -1.51  6.77  0.08
P  0.34  1.26  0.07  0.77
C  -1.43  -2.27  6.29  -0.32
C  -2.34  -1.30  7.01  -0.08
O  4.88  4.74  -5.34  -0.08
H  -0.38  -2.05  6.51  0.09
C  -4.89  2.42  3.51  -0.33
H  -2.15  -0.27  6.68  0.08
C  5.16  2.73  -6.62  -0.09
H  -4.53  3.98  2.06  0.08
H  3.19  -0.46  -4.59  0.08
H  5.55  5.15  -5.90  0.09
H  -0.96  -2.08  -1.71  0.09
C  0.95  0.31  1.66  -0.19
H  -5.57  -1.71  4.85  0.08
H  0.10  -7.71  0.69  0.08
C  4.19  3.78  -6.12  -0.33
C  2.73  1.34  -3.49  -0.33
C  -5.02  -1.22  4.05  -0.08
H  3.70  4.29  -6.96  0.09
H  5.66  2.23  -5.78  0.06
O  -4.53  2.12  4.85  -0.11
H  -0.66  6.67  -8.55  0.08
H  3.42  3.32  -5.50  0.09
C  -1.12  -3.01  -1.02  -0.06
H  1.16  -6.51  3.14  0.09

A 2-piece molecular cluster, C7H14N2 overall in a non-equilibrium geometry, computed with ωB97M-V/def2-TZVPD.

As for the orbital gap: 8.076 eV. The relative energy (zero: lowest compared OMol25 entry of this formula, charge and spin) is 266.40 kJ/mol.

Each line ends with the natural charge from an NBO analysis.
Geometry (Å):
H  1.55  0.95  2.63  0.25
H  -0.15  2.18  -1.46  0.20
H  -0.29  1.12  -2.86  0.20
C  -1.95  1.03  0.63  -0.55
H  -2.53  0.92  1.53  0.20
H  -1.63  -1.18  1.92  0.22
H  0.09  -1.94  -1.12  0.22
H  -2.18  1.91  0.06  0.20
C  -1.05  0.08  0.29  0.21
H  -0.08  -1.59  1.21  0.22
H  -1.70  1.43  -1.96  0.19
H  -1.56  -2.03  0.37  0.22
H  1.10  -0.77  -2.06  0.20
C  -1.09  -1.26  0.98  -0.65
C  2.36  0.52  2.05  -0.65
H  -0.42  -1.22  -2.70  0.18
C  0.09  -1.05  -1.74  -0.40
N  -0.40  0.11  -0.99  -0.45
C  2.18  -0.20  0.57  0.28
N  2.30  -1.20  0.00  -0.37
H  2.81  -0.28  2.63  0.24
C  -0.63  1.27  -1.84  -0.41
H  3.18  1.21  1.88  0.24

C33H24IN8O2S3Y as an isolated structure, computed with ωB97M-V/def2-TZVPD.

As for the orbital gap: 5.998 eV. The relative energy (zero: lowest compared OMol25 entry of this formula, charge and spin) is 0.00 kJ/mol.

Each line ends with the natural charge from an NBO analysis.
Geometry (Å):
C  -5.94  3.78  -1.37  -0.22
I  1.28  9.35  -0.27  0.14
H  -2.07  -3.34  -2.97  0.22
C  0.39  4.59  -0.10  -0.19
N  -3.36  0.98  0.47  -0.34
H  -2.87  -2.03  4.23  0.22
H  4.53  3.82  0.73  0.21
H  -1.10  5.06  1.35  0.23
S  1.53  0.57  2.49  -0.23
C  -5.13  2.88  -0.72  -0.16
N  -1.87  1.15  -1.32  -0.60
N  -2.43  2.45  -3.17  -0.54
H  -0.24  -3.17  -4.70  0.21
C  1.65  6.43  -0.98  -0.26
C  4.15  1.14  -2.01  -0.26
H  -6.23  4.96  -3.15  0.22
N  -2.39  0.12  0.93  -0.32
H  -0.66  7.51  1.26  0.23
H  -1.75  -2.15  -0.82  0.20
H  5.71  2.18  -3.04  0.21
C  -0.03  -3.52  3.18  -0.22
H  2.43  6.82  -1.62  0.23
C  3.50  2.06  0.10  -0.25
H  0.67  -4.31  3.41  0.24
C  -3.62  2.91  -2.59  0.16
S  3.24  -1.80  3.13  -0.09
C  -0.99  -2.12  -1.60  0.07
H  -0.68  1.37  -2.98  0.23
C  -4.44  3.82  -3.25  -0.23
H  -3.60  -0.32  2.54  0.20
H  2.88  2.04  0.99  0.24
H  1.00  -2.91  1.39  0.23
O  0.69  2.37  -0.89  -0.77
H  -6.85  4.13  -0.90  0.22
C  0.99  -1.98  -3.46  -0.26
C  3.35  1.09  -0.88  0.24
C  1.39  5.07  -0.93  -0.14
N  -0.66  -1.74  1.72  -0.48
C  -3.05  1.48  -0.68  0.41
C  1.13  -1.32  -2.19  0.38
C  -1.62  1.63  -2.49  0.38
C  0.12  3.12  -0.04  0.78
C  -0.09  6.82  0.65  -0.28
C  -2.00  -2.25  3.64  -0.21
C  -1.74  -1.52  2.49  0.12
C  -5.59  4.25  -2.64  -0.17
H  4.04  0.39  -2.77  0.25
N  0.10  -1.39  -1.30  -0.74
C  -3.95  2.43  -1.33  -0.07
C  -2.67  -0.50  2.01  0.14
C  2.56  -0.73  2.07  -0.54
H  1.96  4.38  -1.53  0.25
C  5.09  2.16  -2.15  -0.20
H  -4.16  4.18  -4.24  0.22
N  2.34  0.03  -0.71  -0.55
H  -2.15  2.81  -4.07  0.42
C  -1.18  -2.77  -2.78  -0.34
H  -5.37  2.50  0.26  0.25
O  -0.64  2.64  0.83  -0.75
C  4.44  3.07  -0.04  -0.21
C  -0.13  -2.68  -3.74  -0.17
Y  0.03  0.40  0.21  1.83
H  -1.29  -3.85  4.89  0.23
C  0.90  7.30  -0.19  -0.13
C  0.16  -2.74  2.05  0.10
C  -1.12  -3.26  4.00  -0.15
H  1.81  -1.89  -4.16  0.22
S  2.97  -1.20  0.43  0.52
C  -0.34  5.46  0.70  -0.10
N  2.25  -0.66  -1.98  -0.47
H  5.97  3.92  -1.29  0.21
C  5.24  3.13  -1.17  -0.23